[1]
{
  "formula": "C44H26AsF10GeN8NiS",
  "method": "wB97M-V/def2-TZVPD",
  "max_force_ev_per_a": 0.4,
  "s2": 3.7980,
  "total_charge": -2,
  "multiplicity": 4,
  "de_lowest_kcal_mol": 0.0,
  "energy_ha": -9348.3929,
  "elements": ["Ni", "S", "C", "N", "N", "C", "C", "C", "C", "C", "C", "N", "N", "C", "C", "C", "C", "C", "C", "H", "H", "H", "H", "H", "H", "H", "H", "H", "H", "H", "F", "As", "F", "F", "F", "F", "F", "C", "Ge", "C", "C", "C", "C", "C", "C", "C", "C", "C", "C", "C", "C", "C", "C", "C", "C", "C", "C", "H", "H", "H", "H", "H", "H", "H", "H", "H", "H", "H", "H", "H", "H", "H", "F", "C", "C", "F", "C", "C", "C", "F", "C", "C", "C", "N", "C", "N", "F", "C", "C", "N", "C", "N"],
  "positions_angstrom": [[0.69, -0.36, -0.26], [-1.14, 1.17, -0.60], [-0.09, 2.55, -0.63], [-0.38, 3.74, -1.06], [-1.62, 3.87, -1.58], [-2.04, 5.07, -2.09], [-3.31, 5.14, -2.69], [-3.77, 6.34, -3.20], [-2.99, 7.49, -3.14], [-1.73, 7.41, -2.55], [-1.25, 6.22, -2.03], [1.25, 2.52, -0.11], [1.64, 1.37, 0.13], [2.87, 1.17, 0.80], [3.32, -0.17, 0.78], [4.39, -0.46, 1.64], [4.98, 0.52, 2.42], [4.53, 1.84, 2.38], [3.45, 2.16, 1.58], [-2.18, 3.03, -1.67], [-3.92, 4.25, -2.75], [-4.75, 6.38, -3.66], [-3.35, 8.43, -3.55], [-1.11, 8.30, -2.49], [-0.28, 6.16, -1.57], [2.86, -0.88, -1.14], [4.76, -1.47, 1.70], [5.80, 0.25, 3.07], [4.99, 2.59, 3.01], [3.02, 3.15, 1.58], [0.12, -0.61, 1.79], [-0.18, 0.19, 3.38], [-1.83, 0.38, 2.94], [0.21, 1.71, 2.64], [-0.45, 0.94, 4.91], [1.50, -0.04, 3.75], [-0.53, -1.37, 4.03], [2.62, -1.14, -0.11], [3.14, -3.00, 0.06], [5.04, -3.32, -0.43], [5.42, -3.35, -1.77], [6.75, -3.53, -2.15], [7.73, -3.69, -1.18], [7.37, -3.67, 0.16], [6.05, -3.49, 0.52], [2.91, -3.76, 1.84], [2.09, -3.11, 2.76], [1.86, -3.65, 4.02], [2.45, -4.86, 4.37], [3.27, -5.52, 3.47], [3.50, -4.97, 2.21], [2.15, -4.16, -1.19], [1.95, -3.80, -2.52], [1.29, -4.64, -3.41], [0.83, -5.88, -2.97], [1.03, -6.26, -1.65], [1.69, -5.40, -0.77], [4.67, -3.24, -2.55], [7.01, -3.54, -3.20], [8.76, -3.82, -1.47], [8.13, -3.80, 0.92], [5.79, -3.49, 1.58], [1.63, -2.18, 2.50], [1.22, -3.13, 4.71], [2.26, -5.29, 5.35], [3.73, -6.47, 3.74], [4.14, -5.50, 1.51], [2.29, -2.83, -2.88], [1.13, -4.33, -4.43], [0.31, -6.54, -3.66], [0.67, -7.22, -1.30], [1.81, -5.71, 0.26], [-2.85, -4.10, -4.39], [-2.44, -4.20, -3.11], [-2.77, -5.33, -2.43], [-3.48, -6.27, -3.09], [-2.35, -5.60, -1.10], [-1.60, -4.53, -0.53], [-1.27, -3.40, -1.21], [-0.57, -2.47, -0.53], [-1.64, -3.17, -2.56], [-1.23, -2.04, -3.31], [-0.15, -1.24, -2.87], [0.74, -0.61, -2.50], [-1.75, -1.70, -4.59], [-2.17, -1.37, -5.61], [-1.19, -4.64, 0.73], [-2.62, -6.80, -0.43], [-3.43, -7.84, -0.97], [-4.09, -8.71, -1.34], [-2.07, -7.14, 0.84], [-1.65, -7.52, 1.85]],
  "lowdin_charge": [0.42, 0.65, -0.76, 0.03, -0.03, -0.25, -0.04, -0.12, -0.14, -0.12, -0.04, 0.09, -0.05, -0.21, -0.24, -0.04, -0.08, -0.10, -0.02, 0.06, 0.11, 0.09, 0.08, 0.09, 0.09, 0.04, 0.07, 0.10, 0.09, 0.11, -0.31, 0.73, -0.25, -0.24, -0.25, -0.24, -0.24, -0.30, 0.99, -0.24, -0.10, -0.10, -0.12, -0.10, -0.13, -0.27, -0.08, -0.07, -0.10, -0.10, -0.14, -0.25, -0.13, -0.09, -0.10, -0.09, -0.10, 0.09, 0.09, 0.09, 0.09, 0.09, 0.06, 0.10, 0.09, 0.09, 0.10, 0.09, 0.10, 0.10, 0.10, 0.09, 0.10, -0.15, -0.15, 0.10, -0.06, -0.16, -0.13, 0.07, -0.05, -0.16, -0.19, 0.16, -0.22, 0.14, 0.13, -0.16, -0.22, 0.14, -0.22, 0.16]
}

[2]
{
  "formula": "C44H28BrCl4N4O4S3Tl",
  "method": "wB97M-V/def2-TZVPD",
  "max_force_ev_per_a": 0.5,
  "total_charge": 0,
  "de_lowest_kcal_mol": 0.7,
  "energy_ha": -7995.3778,
  "elements": ["Tl", "Br", "C", "C", "C", "C", "O", "C", "C", "N", "C", "C", "C", "C", "C", "C", "C", "C", "N", "C", "C", "H", "H", "H", "H", "H", "H", "H", "H", "H", "H", "Cl", "C", "C", "Cl", "C", "Cl", "C", "O", "C", "O", "C", "Cl", "S", "C", "C", "C", "C", "C", "C", "N", "C", "C", "C", "C", "C", "C", "C", "C", "N", "C", "C", "C", "C", "C", "S", "C", "H", "H", "H", "H", "H", "H", "H", "H", "H", "H", "H", "H", "C", "S", "C", "O", "H", "H", "H", "H", "H", "H"],
  "positions_angstrom": [[-0.21, -0.07, -0.83], [7.28, -0.63, 0.99], [5.56, -0.23, 0.29], [5.28, 1.08, -0.15], [4.05, 1.38, -0.65], [3.01, 0.41, -0.76], [1.88, 0.76, -1.24], [3.33, -0.92, -0.33], [2.45, -2.03, -0.45], [1.23, -2.01, -0.88], [0.56, -3.23, -1.09], [1.20, -4.36, -1.54], [0.50, -5.57, -1.70], [-0.84, -5.65, -1.44], [-1.53, -4.49, -1.02], [-2.92, -4.50, -0.75], [-3.54, -3.36, -0.36], [-2.78, -2.18, -0.24], [-1.49, -2.14, -0.47], [-0.84, -3.28, -0.86], [4.62, -1.20, 0.20], [6.05, 1.84, -0.08], [3.81, 2.38, -0.99], [2.87, -2.99, -0.14], [2.24, -4.31, -1.81], [1.04, -6.45, -2.05], [-1.38, -6.58, -1.56], [-3.47, -5.43, -0.87], [-4.60, -3.33, -0.15], [-3.24, -1.24, 0.04], [4.84, -2.21, 0.52], [0.05, 3.13, -6.97], [-0.14, 1.92, -5.75], [-0.04, 0.58, -6.08], [0.30, 0.10, -7.70], [-0.21, -0.39, -5.08], [-0.09, -2.08, -5.44], [-0.51, -0.04, -3.77], [-0.72, -0.92, -2.82], [-0.59, 1.34, -3.43], [-0.83, 1.65, -2.17], [-0.42, 2.28, -4.43], [-0.58, 3.96, -3.99], [0.23, -4.84, 2.77], [0.23, -6.02, 3.99], [0.23, -5.47, 5.23], [0.22, -4.05, 5.19], [0.22, -3.55, 3.92], [0.20, -2.14, 3.49], [0.18, -1.83, 2.12], [0.15, -0.61, 1.64], [0.16, 0.43, 2.50], [0.19, 0.24, 3.89], [0.21, 1.38, 4.76], [0.23, 2.63, 4.26], [0.21, 2.86, 2.84], [0.25, 4.14, 2.27], [0.25, 4.30, 0.91], [0.19, 3.13, 0.11], [0.14, 1.93, 0.63], [0.16, 1.77, 1.96], [0.30, 5.62, 0.26], [0.33, 5.89, -1.08], [0.39, 7.28, -1.37], [0.39, 8.04, -0.24], [0.34, 7.08, 1.17], [0.20, -1.08, 4.37], [0.25, -7.07, 3.73], [0.23, -6.04, 6.15], [0.21, -3.42, 6.07], [0.19, -2.63, 1.39], [0.23, 1.21, 5.83], [0.25, 3.49, 4.92], [0.29, 5.00, 2.93], [0.17, 3.17, -0.97], [0.32, 5.13, -1.85], [0.42, 7.69, -2.37], [0.43, 9.12, -0.16], [0.22, -1.25, 5.44], [-4.59, 2.25, 0.23], [-3.03, 2.02, -0.62], [-3.71, 1.46, -2.17], [-2.45, 0.80, 0.07], [-5.18, 3.01, -0.29], [-4.37, 2.59, 1.25], [-5.11, 1.30, 0.26], [-4.38, 2.23, -2.56], [-4.26, 0.53, -1.99], [-2.89, 1.29, -2.86]],
  "lowdin_charge": [1.06, 0.70, -0.70, -0.12, 0.00, -0.34, -0.09, -0.13, -0.07, 0.05, -0.21, 0.00, -0.06, -0.03, -0.14, 0.00, -0.03, -0.09, 0.07, -0.16, -0.10, 0.10, 0.12, 0.13, 0.12, 0.11, 0.11, 0.12, 0.11, 0.09, 0.11, 0.64, -0.72, -0.71, 0.65, -0.60, 0.68, -0.40, -0.16, -0.41, -0.28, -0.59, 0.71, 1.07, -0.41, -0.18, -0.12, -0.47, -0.17, -0.07, 0.12, -0.12, -0.12, -0.02, -0.01, -0.12, 0.03, -0.17, -0.04, 0.09, -0.14, -0.47, -0.12, -0.17, -0.41, 1.04, 0.06, 0.07, 0.10, 0.11, 0.07, 0.12, 0.12, 0.10, 0.11, 0.05, 0.11, 0.07, 0.12, -0.25, 0.90, -0.20, -0.58, 0.06, 0.05, 0.06, 0.07, 0.07, 0.04]
}

[3]
{
  "formula": "C44H31BrN5O3PtS",
  "method": "wB97M-V/def2-TZVPD",
  "max_force_ev_per_a": 0.5,
  "s2": 6.0668,
  "total_charge": 1,
  "multiplicity": 5,
  "de_lowest_kcal_mol": 7.5,
  "energy_ha": -5286.0216,
  "elements": ["Pt", "Br", "C", "C", "C", "C", "O", "C", "C", "N", "C", "C", "C", "C", "C", "C", "C", "C", "N", "C", "C", "H", "H", "H", "H", "H", "H", "H", "H", "H", "H", "O", "S", "O", "N", "C", "C", "C", "C", "C", "C", "C", "C", "N", "C", "C", "C", "C", "C", "C", "C", "H", "H", "H", "H", "H", "H", "H", "H", "H", "H", "H", "N", "C", "C", "C", "C", "C", "C", "C", "C", "C", "C", "C", "C", "C", "H", "H", "H", "H", "H", "H", "H", "H", "H", "H"],
  "positions_angstrom": [[-1.20, -0.56, 1.03], [4.27, -5.29, 3.52], [2.71, -4.45, 2.96], [1.81, -5.15, 2.11], [0.65, -4.56, 1.74], [0.30, -3.23, 2.18], [-0.84, -2.77, 1.98], [1.31, -2.49, 2.94], [1.13, -1.10, 3.34], [0.29, -0.29, 2.81], [0.10, 0.98, 3.41], [1.09, 1.76, 3.94], [0.77, 2.97, 4.58], [-0.53, 3.37, 4.69], [-1.57, 2.59, 4.13], [-2.94, 2.95, 4.21], [-3.88, 2.15, 3.63], [-3.45, 1.01, 2.92], [-2.20, 0.64, 2.83], [-1.25, 1.40, 3.45], [2.44, -3.14, 3.37], [2.07, -6.15, 1.79], [-0.07, -5.08, 1.11], [1.74, -0.77, 4.17], [2.13, 1.46, 3.85], [1.56, 3.58, 4.98], [-0.79, 4.29, 5.20], [-3.23, 3.85, 4.73], [-4.93, 2.39, 3.66], [-4.17, 0.39, 2.38], [3.16, -2.62, 3.99], [-0.62, 2.73, 0.49], [-2.28, 2.46, 0.27], [-2.72, 3.31, -0.82], [-2.15, 0.91, -0.25], [-2.77, 0.40, -1.39], [-3.11, 1.08, -2.54], [-3.75, 0.42, -3.60], [-4.03, -0.91, -3.56], [-3.69, -1.65, -2.40], [-3.97, -3.02, -2.26], [-3.65, -3.67, -1.10], [-3.01, -2.94, -0.08], [-2.72, -1.67, -0.19], [-3.06, -0.99, -1.33], [0.12, 3.33, -0.51], [-0.11, 4.64, -0.88], [0.68, 5.21, -1.87], [1.69, 4.47, -2.47], [1.92, 3.16, -2.08], [1.13, 2.58, -1.10], [-2.88, 2.13, -2.62], [-4.00, 1.00, -4.48], [-4.52, -1.42, -4.39], [-4.45, -3.55, -3.07], [-3.88, -4.71, -0.95], [-2.74, -3.42, 0.86], [-0.90, 5.21, -0.41], [0.50, 6.23, -2.17], [2.31, 4.92, -3.24], [2.72, 2.59, -2.54], [1.30, 1.57, -0.76], [0.34, -1.05, -0.39], [1.29, -0.91, -1.18], [1.02, -0.72, -2.64], [1.73, -1.46, -3.58], [1.46, -1.29, -4.92], [0.50, -0.37, -5.33], [-0.20, 0.37, -4.39], [0.06, 0.20, -3.04], [2.70, -0.95, -0.72], [3.64, -0.07, -1.26], [4.95, -0.10, -0.82], [5.34, -1.01, 0.16], [4.41, -1.90, 0.69], [3.10, -1.87, 0.25], [2.49, -2.17, -3.25], [2.00, -1.87, -5.66], [0.30, -0.23, -6.38], [-0.94, 1.10, -4.70], [-0.46, 0.79, -2.30], [3.34, 0.62, -2.04], [5.67, 0.59, -1.23], [6.36, -1.03, 0.49], [4.72, -2.63, 1.42], [2.37, -2.58, 0.62]],
  "lowdin_charge": [1.21, 0.87, -0.67, -0.09, 0.04, -0.35, -0.03, -0.11, -0.05, 0.04, -0.21, 0.00, -0.04, -0.01, -0.14, 0.02, -0.03, -0.14, 0.00, -0.18, -0.08, 0.12, 0.13, 0.14, 0.12, 0.11, 0.12, 0.13, 0.12, 0.12, 0.12, -0.30, 0.91, -0.41, -0.34, -0.31, -0.04, -0.06, -0.03, -0.15, 0.01, -0.04, -0.12, 0.00, -0.16, -0.33, -0.02, -0.07, -0.08, -0.08, -0.02, 0.10, 0.11, 0.11, 0.12, 0.11, 0.10, 0.12, 0.11, 0.10, 0.09, 0.09, 0.18, -0.29, -0.18, -0.02, -0.06, -0.06, -0.05, -0.02, -0.17, -0.02, -0.05, -0.06, -0.06, -0.02, 0.12, 0.11, 0.11, 0.11, 0.09, 0.10, 0.11, 0.11, 0.09, 0.09]
}

[4]
{
  "formula": "C44H31F6LaN10P2S",
  "method": "wB97M-V/def2-TZVPD",
  "max_force_ev_per_a": 1.2,
  "total_charge": -2,
  "de_lowest_kcal_mol": 6.6,
  "energy_ha": -3954.7162,
  "elements": ["La", "C", "P", "C", "C", "C", "C", "C", "C", "C", "C", "C", "C", "C", "C", "C", "C", "C", "C", "C", "P", "C", "C", "C", "C", "C", "C", "C", "C", "C", "C", "C", "C", "N", "H", "H", "H", "H", "H", "H", "H", "H", "H", "H", "H", "H", "H", "H", "H", "H", "H", "H", "H", "H", "H", "H", "H", "H", "H", "H", "F", "C", "C", "F", "C", "F", "C", "S", "C", "F", "C", "F", "N", "C", "N", "N", "N", "N", "C", "N", "N", "N", "N", "H", "F", "C", "C", "C", "C", "C", "C", "H", "H", "H", "H"],
  "positions_angstrom": [[1.22, -0.34, -0.03], [-1.20, -3.14, -0.43], [-1.44, -1.52, -1.30], [-3.20, -1.31, -0.83], [-3.48, -0.80, 0.44], [-4.78, -0.71, 0.89], [-5.83, -1.12, 0.08], [-5.56, -1.62, -1.18], [-4.25, -1.73, -1.63], [-1.50, -1.85, -3.09], [-0.91, -2.99, -3.64], [-0.78, -3.13, -5.02], [-1.25, -2.13, -5.87], [-1.84, -1.00, -5.33], [-1.97, -0.85, -3.96], [-1.17, -2.74, 1.02], [-1.90, -3.24, 2.08], [-1.64, -2.39, 3.19], [-0.75, -1.43, 2.74], [-0.20, -0.22, 3.44], [-0.44, 1.27, 2.36], [0.79, 2.49, 2.93], [2.10, 2.11, 3.22], [3.09, 3.07, 3.42], [2.78, 4.42, 3.35], [1.48, 4.81, 3.06], [0.50, 3.85, 2.84], [-2.02, 2.00, 2.92], [-2.26, 2.28, 4.27], [-3.46, 2.85, 4.66], [-4.43, 3.15, 3.70], [-4.19, 2.89, 2.37], [-2.98, 2.32, 1.97], [-0.46, -1.63, 1.42], [-2.01, -3.84, -0.62], [-0.26, -3.59, -0.77], [-2.66, -0.51, 1.08], [-4.97, -0.33, 1.89], [-6.86, -1.04, 0.43], [-6.37, -1.94, -1.83], [-4.05, -2.12, -2.62], [-0.51, -3.75, -2.99], [-0.30, -4.01, -5.42], [-1.14, -2.23, -6.94], [-2.20, -0.21, -5.98], [-2.39, 0.06, -3.55], [-2.57, -4.09, 2.05], [-2.05, -2.46, 4.19], [-0.70, -0.07, 4.41], [0.87, -0.30, 3.65], [2.40, 1.07, 3.22], [4.11, 2.75, 3.58], [3.56, 5.16, 3.47], [1.23, 5.86, 2.97], [-0.51, 4.17, 2.58], [-1.49, 2.07, 5.01], [-3.63, 3.07, 5.70], [-5.37, 3.60, 4.01], [-4.93, 3.13, 1.61], [-2.78, 2.14, 0.92], [3.17, -0.55, -7.20], [2.93, -1.04, -5.98], [2.45, -0.23, -4.97], [2.19, 1.06, -5.20], [2.22, -0.78, -3.72], [1.71, 0.03, -2.78], [2.44, -2.12, -3.40], [2.10, -2.75, -1.80], [2.93, -2.90, -4.45], [3.16, -4.21, -4.28], [3.17, -2.38, -5.71], [3.63, -3.18, -6.69], [1.22, 3.56, -1.26], [-0.01, 2.92, -1.35], [-1.10, 3.61, -1.68], [-2.07, 2.66, -1.69], [-1.58, 1.51, -1.39], [-0.23, 1.63, -1.15], [2.35, 3.03, -0.68], [3.42, 3.77, -0.48], [4.30, 2.91, 0.10], [3.78, 1.75, 0.24], [2.49, 1.77, -0.27], [1.20, 4.55, -1.39], [6.81, -2.17, 3.30], [5.64, -1.92, 2.64], [4.45, -2.02, 3.32], [3.27, -1.74, 2.62], [3.24, -1.36, 1.27], [4.50, -1.32, 0.65], [5.70, -1.58, 1.30], [4.45, -2.30, 4.37], [2.34, -1.84, 3.17], [4.57, -1.06, -0.41], [6.66, -1.52, 0.80]],
  "lowdin_charge": [1.66, -0.30, 1.00, -0.34, -0.09, -0.08, -0.11, -0.10, -0.09, -0.37, -0.11, -0.10, -0.11, -0.09, -0.10, -0.44, -0.09, -0.08, -0.44, -0.28, 1.04, -0.37, -0.10, -0.09, -0.10, -0.10, -0.10, -0.37, -0.10, -0.10, -0.10, -0.08, -0.09, -0.14, 0.09, 0.01, 0.08, 0.10, 0.09, 0.09, 0.10, 0.08, 0.10, 0.09, 0.10, 0.10, 0.08, 0.08, 0.08, 0.05, 0.08, 0.10, 0.09, 0.09, 0.10, 0.11, 0.09, 0.09, 0.10, 0.08, 0.09, -0.15, -0.15, 0.12, -0.23, -0.02, -0.56, 0.56, -0.25, 0.06, -0.15, 0.09, 0.13, -0.51, 0.01, -0.11, -0.12, -0.11, -0.51, 0.02, -0.10, -0.08, -0.16, 0.12, -0.01, -0.31, -0.05, -0.18, -0.34, -0.20, -0.04, 0.10, 0.06, 0.07, 0.10]
}